1.
Computed, not measured: a molecular structure, C42H111Mn2N5O32S8 at a distorted geometry, with ωB97M-V with the def2-TZVPD basis set.

HOMO (spin up / spin down)   -8.0 / -8.0 eV
DFT total energy   -9835.33562 hartree
2S+1   11
LUMO level (spin up / spin down)   -0.0034 / -0.0035 Eh
Frontier orbital gap (spin up / spin down)   7.9 / 7.9 eV

Structure (XYZ):
```
200
Properties=species:S:1:pos:R:3:forces:R:3:mulliken_charge:R:1
Mn -1.83667 -0.33310 2.90475 -0.32 0.25 -0.75 1.573
Mn 1.95070 -0.67712 2.23436 -0.19 -0.13 -0.16 0.692
N -0.32248 -0.33731 -0.00373 -1.73 -0.59 -1.21 -0.061
O -1.25818 -0.24096 0.82750 -0.12 0.32 -0.07 -0.314
O 0.85250 -0.33709 0.33709 2.06 0.20 1.04 -0.363
O -0.59084 -0.46786 -1.19219 -0.18 0.11 -0.09 -0.214
N -5.05980 -0.82605 2.45718 -4.23 0.76 -0.97 0.842
O -5.58268 -1.08735 1.37740 0.19 -0.78 -0.52 -0.667
O -3.88482 -0.53940 2.49672 4.26 0.57 0.26 -0.688
O -5.76827 -0.67583 3.45485 0.06 -0.43 1.29 -0.726
O 0.11074 -0.59963 3.24296 0.33 0.12 1.17 3.498
H 0.11019 -0.62522 4.21962 0.41 0.06 -0.72 -1.270
O 3.83444 -1.16007 1.76390 0.99 0.00 -0.08 -0.280
H 4.69829 -1.43290 2.12977 -0.99 0.37 -0.23 -0.081
C -1.25093 0.09831 -5.39903 -0.02 1.60 -0.47 -0.056
C -0.74390 -0.88786 -6.45987 -1.30 0.24 0.02 -0.805
N -0.62629 -0.45596 -7.83773 0.08 0.47 -1.76 0.252
C 0.48979 -1.06101 -8.60263 -0.15 0.04 -0.04 -0.348
C 0.90921 -0.21567 -9.77236 -1.05 1.11 -0.39 -1.570
C -1.89601 -0.63227 -8.64849 0.39 0.20 1.72 -0.400
C -3.11001 0.04638 -8.01873 -0.06 0.32 0.11 -1.293
H -0.44296 0.61530 -4.88135 -0.06 -0.59 0.58 -0.671
H -2.02584 -0.38152 -4.80121 0.64 -0.12 0.68 0.121
H -1.79794 0.96658 -5.76646 -0.06 -0.11 -0.78 0.409
H 0.21571 -1.28039 -6.12345 -0.28 -0.48 -0.06 0.487
H -1.60314 -1.55754 -6.42330 0.59 -1.42 -0.07 0.294
H 1.38284 -1.21554 -7.99709 -0.25 0.03 0.48 0.411
H 0.25404 -2.01526 -9.07372 -0.42 -0.70 0.50 0.286
H 0.93497 0.81623 -9.42219 1.08 0.15 -0.04 0.354
H 1.76123 -0.62135 -10.31787 0.25 0.37 0.33 0.398
H 0.10906 -0.11330 -10.50541 -0.16 -0.49 -0.20 0.432
H -2.09343 -1.70343 -8.69018 -0.02 -0.36 -0.44 0.433
H -1.78708 -0.19983 -9.64310 0.34 -0.25 0.10 0.265
H -2.83804 1.07354 -7.77567 -0.26 0.11 -0.13 0.311
H -3.52183 -0.39150 -7.10946 0.48 -0.26 0.19 0.159
H -3.96496 0.02840 -8.69462 0.15 0.18 -0.32 0.477
C 1.92719 0.38054 -3.43223 -0.12 0.69 -2.36 0.051
C 3.20138 1.09631 -3.85397 0.79 1.40 1.86 -0.398
N 3.44371 1.67952 -5.20934 -1.12 0.29 0.93 0.409
C 2.58550 2.89667 -5.43454 1.09 -0.14 -2.39 -0.059
C 3.02211 3.67516 -6.77278 0.11 -0.85 0.77 -1.399
C 3.35056 0.61979 -6.19768 0.60 -0.80 -0.54 0.468
C 4.70440 -0.06780 -6.37056 -0.17 -1.06 -0.20 -1.755
H 1.79380 0.16346 -2.37243 0.40 -0.10 -0.16 0.066
H 1.95825 -0.47676 -4.10467 -1.11 -0.55 0.54 0.371
H 1.18701 1.11572 -3.74802 -0.80 -0.62 0.12 -0.625
H 3.17604 1.95623 -3.18464 0.74 0.32 0.06 0.007
H 3.98546 0.43733 -3.48107 0.80 0.30 -0.68 0.124
H 1.55845 2.55843 -5.57193 -0.39 0.47 0.28 0.131
H 2.71497 3.65253 -4.65994 -0.18 -0.58 0.47 0.328
H 2.48157 4.59863 -6.98044 -0.50 -0.19 0.37 0.415
H 4.06288 3.99600 -6.72854 0.17 -0.27 0.28 0.353
H 2.93142 3.04408 -7.65687 -0.10 -0.07 0.05 0.266
H 2.96946 0.80772 -7.20145 0.09 1.26 0.04 0.425
H 2.63457 -0.15280 -5.91741 -0.16 -0.23 0.44 -0.429
H 5.54337 0.55114 -6.68858 -0.25 0.29 0.25 0.328
H 4.59930 -0.85456 -7.11761 -0.08 0.00 -0.40 0.460
H 4.97476 -0.66209 -5.49774 0.23 0.45 0.37 0.296
C -0.60262 1.78634 5.68894 0.77 -0.35 -0.11 -1.210
C -0.68877 2.40638 4.23996 0.04 -1.61 4.09 0.010
N -1.85934 1.90197 3.50795 1.07 1.44 -1.75 1.635
C -1.70112 2.75425 2.32690 -1.01 0.10 -2.44 0.418
C -2.88200 2.75912 1.41791 -0.94 0.13 -1.62 -1.785
C -3.17812 2.16290 4.06539 -0.46 0.68 2.71 -0.626
C -3.36642 3.60136 4.69469 -0.31 -1.21 -1.51 -1.501
H 0.33115 2.09651 6.15793 0.09 0.36 -0.03 0.548
H -0.53387 0.70315 5.78932 -0.06 -0.17 -0.73 -0.300
H -1.38850 2.01065 6.41017 -0.33 0.57 -0.39 0.313
H -0.68557 3.47319 4.46358 -0.43 0.26 -0.60 0.674
H 0.25942 2.21760 3.73658 -0.45 -0.40 -0.34 -0.804
H -1.56095 3.81190 2.55009 0.60 -0.04 0.49 0.588
H -0.92334 2.39124 1.65505 0.75 -0.01 0.67 -0.831
H -3.73094 3.33751 1.78242 -0.25 -0.53 0.21 0.414
H -2.67498 3.25634 0.47027 0.57 0.42 0.10 0.354
H -3.12134 1.77147 1.02375 -0.56 -0.29 0.59 0.211
H -3.28735 1.47403 4.90302 0.06 -0.12 0.21 0.068
H -4.00923 1.85617 3.43035 0.48 0.25 -0.43 0.501
H -3.50067 4.35633 3.92003 0.39 0.13 -0.09 0.297
H -2.48420 3.81293 5.29887 -0.58 0.28 0.32 0.288
H -4.33573 3.59875 5.19321 0.34 -0.02 0.60 0.493
O -1.12625 4.44104 -3.58456 -0.50 -0.82 2.31 -0.659
S -1.37640 4.07185 -2.17911 -0.64 2.23 -0.50 1.355
O -1.22292 5.14356 -1.16401 -0.48 -2.23 -1.75 -0.684
O -2.92973 3.41153 -2.06813 3.32 0.45 0.58 -0.208
C -3.97162 4.13418 -2.69853 -0.94 -0.52 -1.88 -0.191
C -5.19275 3.90366 -1.89807 -1.02 0.38 1.66 -0.974
C -0.38484 2.65758 -1.71922 -1.07 0.31 -0.22 0.664
H -4.21101 3.60876 -3.62304 0.58 0.18 -0.54 0.115
H -3.72481 5.16277 -2.96158 0.10 0.03 0.47 0.499
H -5.07147 4.33096 -0.90267 -0.02 -0.11 0.23 0.272
H -5.40154 2.83927 -1.79041 0.23 -0.06 0.02 0.093
H -6.12378 4.32748 -2.27446 0.28 0.21 -0.51 0.393
H -0.70502 2.38454 -0.71372 0.13 -0.13 -0.09 -0.627
H 0.66375 2.95334 -1.75200 -0.17 0.07 -0.03 0.347
H -0.64202 1.89389 -2.45322 0.22 -0.13 0.22 -0.281
O 7.61601 -0.52220 -3.16392 -0.17 1.14 1.47 -0.604
S 7.41494 0.17492 -1.90931 -0.09 0.33 1.26 1.240
O 8.51965 0.56597 -1.01264 -1.79 -1.07 -1.73 -0.648
O 6.56902 1.57969 -2.21231 0.96 -2.32 -1.30 -0.203
C 6.64786 2.51690 -1.20414 -0.81 2.09 1.55 -0.174
C 5.59476 3.61115 -1.41079 0.41 -1.56 -0.83 -0.952
C 6.04098 -0.69638 -0.96970 1.20 0.45 -1.01 -0.396
H 7.56805 3.10103 -1.19225 0.56 -0.83 0.17 0.190
H 6.41084 2.06038 -0.24314 0.58 -0.13 0.21 0.308
H 5.71562 4.29340 -0.56934 -0.28 0.32 -0.39 0.219
H 4.62106 3.12569 -1.47653 -0.24 0.42 0.26 -0.074
H 5.84405 4.00363 -2.39665 -0.33 0.74 0.20 0.592
H 5.89358 -0.19181 -0.01483 -0.25 0.01 -0.29 0.028
H 6.25505 -1.75310 -0.80961 0.42 0.18 -0.06 0.536
H 5.22841 -0.62997 -1.69317 -0.22 0.20 0.41 0.012
O -7.71632 0.82964 -3.33644 3.09 -0.93 -2.62 -0.623
S -6.60055 0.39692 -4.24150 -1.09 -1.81 3.07 1.137
O -5.69931 1.30722 -4.87913 -0.55 0.56 -0.09 -0.552
O -5.59316 -0.67857 -3.41677 -2.18 0.76 -2.93 -0.400
C -4.48468 -0.17359 -2.71696 0.40 -0.31 2.83 -0.138
C -3.80866 -1.45108 -2.15349 -0.87 1.08 -0.15 -0.882
C -7.19981 -0.76751 -5.50425 0.48 0.46 -0.31 -0.937
H -4.97403 0.37562 -1.91260 0.61 0.26 0.51 0.410
H -3.73516 0.48804 -3.15120 -0.48 -0.06 -1.04 0.314
H -4.63713 -2.06875 -1.80676 0.25 -0.32 -0.08 0.513
H -3.19922 -1.21561 -1.28100 0.28 0.01 -0.30 -0.151
H -3.25937 -1.90224 -2.97984 0.16 -0.31 0.31 0.329
H -6.31208 -1.19991 -5.96585 0.11 0.22 0.11 0.268
H -7.67084 -0.11440 -6.23887 -0.11 -0.02 0.04 0.381
H -7.86128 -1.59836 -5.25881 -0.02 0.49 0.76 0.338
O 1.49369 -2.74695 1.99231 -1.50 -0.09 0.68 -0.292
S 1.90129 -4.09338 1.79586 0.98 -1.84 -2.03 1.321
O 2.35058 -4.90629 2.91333 -1.11 0.66 -1.25 -0.693
O 0.72317 -4.94084 0.90571 2.40 1.80 1.79 -0.542
C -0.03993 -4.13162 -0.04439 -2.34 -2.32 0.40 0.895
C -0.92897 -5.26566 -0.67261 -0.01 0.36 -1.11 -1.488
C 3.18345 -3.96747 0.53822 -0.26 -0.87 1.40 -1.030
H 0.50131 -3.53544 -0.77905 0.44 -0.34 0.18 0.488
H -0.71353 -3.50309 0.53812 0.25 0.35 -0.14 -0.589
H -0.40591 -6.10412 -1.13251 0.83 0.40 -0.10 0.425
H -1.52967 -4.84522 -1.47914 -0.05 0.22 -0.01 0.357
H -1.64052 -5.82002 -0.06067 0.10 0.81 0.83 0.246
H 3.35231 -5.00576 0.25264 -0.02 0.25 -0.68 0.579
H 4.05825 -3.62002 1.08786 -0.12 0.29 -0.15 0.325
H 2.84462 -3.22668 -0.18602 0.18 -0.38 -0.11 0.160
O 2.24726 1.44605 2.46615 -0.31 0.54 -0.11 -0.977
S 2.81698 2.53748 1.73975 0.82 4.06 -1.58 1.001
O 2.54487 2.86002 0.31931 0.17 -1.20 3.04 -0.316
O 2.38224 3.91091 2.65895 0.39 -2.95 -0.09 -0.233
C 2.47576 5.19556 2.08911 2.04 1.03 -1.23 -0.327
C 3.96763 5.70089 1.85574 -1.35 0.22 0.04 -0.832
C 4.62492 2.56125 1.96778 -1.08 -0.06 -0.22 -0.604
H 2.04476 5.92903 2.77055 -0.47 -0.54 0.08 0.369
H 1.95452 5.14865 1.13297 -0.10 0.50 0.05 0.276
H 4.59875 5.63811 2.74222 0.00 -0.67 -0.03 0.281
H 3.94185 6.77944 1.70027 -0.33 0.08 -0.30 0.478
H 4.40127 5.27472 0.95106 0.14 -0.09 0.28 -0.009
H 4.94945 3.33325 1.27007 0.17 -0.29 0.21 -0.223
H 4.98758 1.56604 1.71061 -0.07 0.00 0.00 0.182
H 4.84116 2.82412 3.00328 -0.09 -0.10 -0.12 0.413
O 1.98383 -0.62806 6.76710 1.12 -1.48 -2.44 -0.673
S 2.55477 -1.48318 5.69936 -0.36 0.62 3.18 0.899
O 2.59549 -1.02496 4.32838 0.76 -0.31 1.61 -0.677
O 4.06813 -1.89354 6.28480 -2.77 1.44 -0.88 -0.395
C 5.07499 -2.06314 5.31854 1.57 -1.87 0.57 0.028
C 5.13378 -3.47267 4.79503 -0.63 -0.67 -1.52 -0.832
C 1.75229 -3.08529 5.84672 1.04 1.61 0.28 -0.345
H 5.98016 -2.06422 5.92580 0.16 1.36 -0.18 0.386
H 5.01171 -1.40950 4.44857 0.16 0.56 0.55 0.008
H 6.16025 -3.68985 4.49960 -0.03 -0.03 -0.18 0.435
H 4.50099 -3.50181 3.90799 0.05 -0.40 -0.29 -0.034
H 4.79777 -4.30670 5.41114 0.05 0.41 0.57 0.321
H 0.69766 -2.84100 5.71953 0.00 -0.67 -0.40 -0.182
H 1.98384 -3.28410 6.89312 -0.22 -0.42 -0.08 0.475
H 2.30098 -3.73569 5.16553 -0.72 -0.26 -0.11 0.118
O -2.35024 -1.05463 4.87270 0.25 -2.54 4.16 -0.478
S -2.37538 -1.94452 6.09396 -1.43 1.84 -0.51 0.600
O -1.78911 -3.27990 6.09714 -0.74 1.68 -0.21 -0.659
O -1.66859 -1.07642 7.27419 -0.19 0.01 -2.09 0.323
C -1.33491 -1.47659 8.61406 -0.67 0.61 0.82 -0.171
C -0.71857 -0.23462 9.27188 0.28 -0.46 -0.39 -1.109
C -4.18584 -1.94180 6.75815 1.40 -0.62 -0.59 -0.954
H -0.63805 -2.31327 8.66365 -0.12 -0.04 -0.35 0.237
H -2.27705 -1.72149 9.10446 0.05 -0.32 0.14 0.326
H -0.54089 -0.40577 10.33360 0.12 -0.25 -0.05 0.435
H -1.32446 0.66952 9.21258 -0.18 -0.22 -0.31 0.292
H 0.22826 -0.07859 8.75491 0.09 0.33 0.21 0.174
H -4.83561 -2.54450 6.12360 0.53 -0.27 -0.12 0.140
H -4.68021 -0.97129 6.80073 0.86 0.29 -0.03 0.271
H -4.02706 -2.39643 7.73600 -0.32 0.04 -0.01 0.494
O -3.27881 -4.28096 1.41037 1.16 1.00 2.66 -0.617
S -2.65219 -3.84612 2.67237 -0.12 -2.18 0.31 0.003
O -1.84011 -2.64054 2.70918 -1.25 -1.45 0.17 -0.613
O -3.81802 -3.86398 3.95046 3.60 2.94 -3.15 0.082
C -4.67901 -4.91992 3.83558 -0.85 -2.25 3.11 -0.407
C -4.55104 -5.57892 5.24564 -0.96 -0.29 0.01 -1.081
C -1.55569 -5.28785 3.35377 -1.07 0.60 -1.11 -0.645
H -4.37745 -5.67196 3.10647 -0.54 0.43 -0.43 0.449
H -5.69862 -4.53458 3.83725 -0.05 -0.26 -1.12 0.334
H -5.07777 -4.97776 5.98675 -0.03 0.25 -0.04 0.301
H -3.53904 -5.67989 5.63776 0.12 -0.15 -0.49 0.241
H -5.08118 -6.53121 5.26001 0.20 -0.23 -0.01 0.391
H -2.12924 -6.20937 3.25405 -0.31 0.18 -0.06 0.469
H -1.25625 -5.19210 4.39745 -0.08 0.68 -0.25 0.144
H -0.73157 -5.38313 2.64676 0.07 0.31 0.18 0.178
```
Forces are in eV/Å.


2.
Computed, not measured: a molecular structure, C21H17N3O4RuS3, with ωB97M-V with the def2-TZVPD basis set.

Energy above the lowest of the compared OMol25 structures with the same formula, charge and spin   0.0 kcal per mole
HOMO (spin up / spin down)   -5.6 / -5.6 eV
DFT total energy   -2565.15275 hartree
Net charge   -1
2S+1   6
LUMO level (spin up / spin down)   0.0942 / 0.0501 Eh
Frontier orbital gap (spin up / spin down)   8.1 / 7.0 eV

Structure (XYZ):
```
49
Properties=species:S:1:pos:R:3:forces:R:3:mulliken_charge:R:1
Ru -0.00878 -0.04502 0.03766 -0.03 0.04 0.02 0.313
O -0.21960 4.15820 0.65224 -0.03 0.02 -0.02 -0.690
C -0.36620 2.98944 0.33733 0.06 -0.07 0.08 0.279
O 0.52945 2.06941 0.27187 -0.09 0.16 0.04 -0.531
C -1.75929 2.49530 -0.03645 -0.01 0.00 -0.06 0.432
C -2.92275 3.24238 0.01031 0.04 0.00 -0.04 -0.378
C -4.10967 2.62712 -0.36906 -0.02 0.01 0.00 -0.250
C -4.11058 1.30333 -0.79194 0.03 -0.01 -0.05 -0.378
C -2.90490 0.62485 -0.80581 0.01 0.05 -0.04 0.451
N -1.78757 1.23074 -0.43121 -0.03 -0.04 0.09 -0.252
C -2.70269 -0.82567 -1.22642 0.06 -0.07 0.07 0.249
O -3.64177 -1.43937 -1.70350 -0.03 0.02 0.01 -0.689
O -1.50564 -1.24859 -1.02014 -0.16 0.01 -0.04 -0.567
H -2.86921 4.27140 0.33594 -0.02 0.00 0.00 0.499
H -5.03887 3.18274 -0.33652 0.00 0.00 0.00 0.413
H -5.00485 0.78616 -1.10908 -0.01 0.01 0.01 0.499
C -0.45964 -0.01765 5.43922 -0.01 -0.01 0.02 -1.618
C -0.30174 -1.28954 4.59545 0.01 0.02 0.01 2.369
C -1.50565 -2.21431 4.81713 -0.01 0.00 0.00 -1.619
C 0.99082 -2.01745 4.99166 -0.01 0.01 -0.03 -1.617
C -0.22362 -0.92151 3.17527 0.02 -0.06 -0.01 0.036
C -0.12180 -0.64638 1.99311 -0.06 0.02 0.04 -1.120
H -0.48780 -0.27684 6.50081 0.00 0.00 0.00 0.371
H -1.38306 0.50302 5.18297 0.00 0.00 -0.01 0.409
H 0.37357 0.66376 5.26707 0.00 0.00 0.00 0.393
H -1.54701 -2.52678 5.86368 0.00 0.01 0.00 0.376
H -1.42915 -3.10275 4.19010 0.01 0.00 0.01 0.384
H -2.43615 -1.70222 4.56923 0.00 0.00 -0.01 0.414
H 0.94241 -2.31416 6.04241 0.00 0.00 0.00 0.408
H 1.85694 -1.37029 4.85075 0.01 -0.01 -0.01 0.377
H 1.13567 -2.91050 4.38298 0.01 0.00 0.00 0.369
S 4.75710 -3.65306 2.48448 0.03 0.02 -0.11 -0.430
C 4.26309 -2.81457 1.13101 0.02 -0.05 0.04 0.348
S 2.70180 -2.05695 1.11664 0.06 -0.07 0.14 -0.121
C 2.96779 -1.50346 -0.50611 -0.10 0.05 -0.10 0.397
N 4.11156 -1.84357 -0.98900 -0.01 -0.01 0.12 -0.823
N 4.84919 -2.57831 -0.07182 0.02 0.03 -0.09 0.552
C 6.12217 -3.01433 -0.56136 -0.02 -0.01 0.02 0.720
C 6.40271 -2.82474 -1.91644 -0.01 -0.05 0.00 -0.332
C 7.61962 -3.23055 -2.43428 0.01 0.00 -0.02 -0.531
C 8.57652 -3.82469 -1.62341 -0.02 0.01 0.00 -0.470
C 8.29478 -4.00219 -0.28041 0.00 -0.01 0.03 -0.644
C 7.07912 -3.60318 0.25970 0.00 0.05 -0.02 -0.448
S 1.80331 -0.60748 -1.43559 0.26 -0.08 -0.14 -0.209
H 5.66574 -2.36176 -2.55164 0.00 0.00 0.01 0.430
H 7.81662 -3.07719 -3.48784 0.00 0.00 0.00 0.341
H 9.52722 -4.13986 -2.03389 0.00 0.00 0.00 0.369
H 9.02686 -4.45844 0.37417 0.00 0.00 0.00 0.345
H 6.88003 -3.74729 1.30651 -0.02 0.00 0.03 0.173
```
Forces are in eV/Å.


3.
Computed, not measured: a single C4H11NO2 molecule at a distorted geometry, with ωB97M-V with the def2-TZVPD basis set.

Energy above the lowest of the compared OMol25 structures with the same formula, charge and spin   37.4 kcal per mole
HOMO   -9.0 eV
DFT total energy   -364.20851 hartree
SMILES   N[C@@H](CO)CCO
LUMO level   0.0307 Eh
Frontier orbital gap   9.8 eV

Structure (XYZ):
```
18
Properties=species:S:1:pos:R:3:forces:R:3:mulliken_charge:R:1
C 0.45085 1.31004 -0.30149 0.94 -0.29 -1.65 -0.908
O 1.64498 1.81148 -0.95510 0.39 0.57 0.72 -0.525
C 0.44331 -0.19058 -0.57805 0.01 0.03 -1.02 0.705
C -0.77497 -0.91152 -0.00699 0.66 0.53 1.92 -0.694
C -1.23044 -0.37201 1.37830 -0.04 -1.60 -0.38 -0.633
O -0.18006 -0.62233 2.30796 0.62 0.84 -0.24 -0.517
N 0.40203 -0.48060 -2.03916 -0.20 1.18 0.22 -0.819
H 0.51571 1.53761 0.75771 -0.44 -0.07 0.08 0.477
H -0.37144 1.76158 -0.85652 -0.45 0.19 0.55 0.278
H 2.09672 2.44265 -0.36148 -0.44 -0.55 -0.55 0.292
H 1.43328 -0.52790 -0.25975 -0.33 -0.34 0.89 0.185
H -0.43119 -1.92044 0.23824 -0.50 -0.24 -0.44 0.298
H -1.60653 -0.88533 -0.70546 0.08 -0.10 -0.18 0.372
H -2.10337 -0.96666 1.66997 -0.11 0.25 -0.03 0.399
H -1.51476 0.67327 1.39133 0.09 0.27 -0.06 0.324
H 0.50615 -1.47384 -2.18290 0.19 -0.05 -0.10 0.233
H -0.43099 -1.21379 3.00723 -0.42 -0.25 0.23 0.294
H 1.15072 0.02839 -2.50383 -0.03 -0.35 0.04 0.239
```
Forces are in eV/Å.